No. 1
DFT (wB97M-V/def2-TZVPD) results for a cluster of 8 separate species, C22H49IN2O11S4 in total.

Structure (XYZ):
```
89
Properties=species:S:1:pos:R:3:forces:R:3
C 19.75800 20.14700 24.49200 -1.7 1.1 -0.7
C 20.20700 18.73200 24.63600 1.7 0.9 -0.1
O 20.98200 18.34900 25.45500 -0.5 -0.5 -0.2
N 19.67100 17.71100 23.64200 -1.4 -0.5 2.5
H 19.54100 16.88200 24.29300 0.2 0.8 -1.5
H 18.72600 18.05400 23.32100 -1.6 0.1 -0.3
C 20.34900 17.43400 22.41600 2.7 0.3 -5.4
H 20.52200 20.92800 24.28700 0.1 -1.0 0.4
H 19.15100 20.45100 25.39100 0.8 -0.4 -0.7
H 19.08600 20.26300 23.62100 0.2 -0.2 0.4
H 20.98000 18.35300 21.99700 -1.5 -1.6 1.3
H 19.76600 17.09500 21.40000 0.3 1.1 3.1
H 21.04400 16.60300 22.48400 0.3 0.1 0.6
C 16.40600 21.87000 21.03000 7.9 -5.3 -3.9
C 16.41800 20.56200 20.20700 -0.6 -1.0 1.5
O 15.39400 20.21200 19.70500 0.7 -0.5 -0.6
N 17.65100 19.67600 20.18100 0.4 1.0 1.0
H 18.52900 20.26300 20.07000 -0.9 -0.1 0.8
H 17.67600 19.11600 21.27300 -0.7 0.2 0.2
C 17.85400 18.61300 19.19700 2.5 -3.6 4.3
H 15.81700 21.99100 21.72600 -6.7 0.3 6.7
H 16.25100 22.44800 20.28000 -1.5 4.6 -4.6
H 17.36300 22.14800 21.37900 1.5 0.0 0.4
H 18.96800 18.30800 19.27700 -1.8 0.8 -0.4
H 17.62300 18.89600 18.29800 -1.0 1.8 -5.2
H 17.38000 17.60500 19.32900 -0.3 1.2 0.6
I 20.56600 21.68700 20.91300 -0.1 -0.3 0.1
O 17.42300 18.50000 22.50000 -3.9 -2.6 -0.6
H 16.42700 17.86200 22.46800 4.9 3.1 0.1
C 12.30400 15.81900 20.45800 -0.9 -4.7 1.9
C 13.32600 16.07500 19.37100 -2.2 -3.6 -1.3
C 13.73700 17.43200 19.45400 2.5 1.8 -1.1
S 12.29500 18.39500 19.96000 -0.4 -0.9 -2.8
O 11.42900 18.61300 18.79700 1.0 -0.6 1.4
O 12.79700 19.48600 20.66700 0.3 2.4 1.9
C 11.59600 17.12700 20.94500 4.7 -2.2 4.1
H 12.95400 15.19000 21.25800 -1.9 2.0 -0.9
H 11.48000 14.90500 20.15800 2.1 2.8 0.5
H 12.78100 15.84500 18.47000 0.1 0.2 -0.9
H 14.11200 15.31200 19.42500 0.0 0.4 0.0
H 14.01700 17.82700 18.43500 0.0 0.0 1.2
H 14.66300 17.35800 20.11000 -1.3 1.5 -0.3
H 10.62600 16.96500 21.08500 -4.4 0.1 -0.8
H 11.82300 17.15900 22.15400 0.3 0.8 -3.0
C 17.37200 23.54700 24.28000 2.2 -3.0 0.4
C 16.81800 23.78000 25.65300 6.9 -2.6 3.4
C 15.49900 24.10100 25.61800 -4.2 -0.9 -2.8
S 15.27100 25.01000 24.10000 -3.5 1.9 1.9
O 15.12500 26.45600 24.48200 1.0 -2.9 -1.5
O 14.15200 24.34600 23.46200 0.3 0.5 -0.7
C 16.77900 24.49800 23.38200 1.3 4.7 -2.6
H 17.03200 22.57300 23.88400 0.3 -0.1 0.6
H 18.50400 23.48100 24.34400 -1.3 0.4 -0.6
H 17.34000 24.57500 26.21400 0.3 0.1 -0.8
H 17.13500 22.89200 26.33600 -0.9 1.1 -1.2
H 15.17800 24.70000 26.33100 -1.4 3.0 3.5
H 14.79400 23.29900 25.59200 -0.4 -0.8 -0.4
H 17.33300 25.47700 23.34100 -0.1 -0.7 0.3
H 16.67600 24.29500 22.31200 -0.3 -0.5 0.4
C 23.87400 17.79200 17.07400 1.2 2.3 0.5
C 23.76800 19.39000 17.39000 3.3 -1.2 -1.1
C 22.59100 19.42700 18.19400 -1.4 3.0 2.0
S 21.40900 18.27100 17.75300 -0.2 -1.7 -1.8
O 20.33700 18.94900 17.03500 0.5 -0.6 0.7
O 21.21000 17.32700 18.81000 -0.9 -0.2 1.2
C 22.45400 17.40900 16.57400 1.8 -2.8 1.5
H 23.99600 17.20300 18.01400 0.7 0.4 -0.9
H 24.75800 17.97000 16.40200 -0.9 -2.1 0.2
H 23.67600 19.68600 16.34200 -0.2 1.1 0.3
H 24.67800 20.01100 17.95600 -2.2 -2.1 -1.8
H 21.97200 20.30800 17.94100 0.6 0.4 1.5
H 23.03000 19.25800 19.20200 -1.6 0.5 -0.1
H 22.16000 17.76500 15.64100 -0.1 0.4 -1.9
H 22.41400 16.22300 16.67800 -0.6 2.7 -0.3
C 18.29400 16.39700 13.38500 -1.1 4.8 1.0
C 17.08700 15.59300 13.96300 -1.4 -0.9 -9.9
C 17.06600 15.59700 15.32600 -2.7 -0.8 5.3
S 17.93400 16.94200 15.96800 2.7 -3.4 0.0
O 18.50500 16.40700 17.15800 1.3 -0.2 1.4
O 17.11700 18.04300 16.12300 -2.3 4.1 -0.6
C 19.17200 16.90200 14.61300 -8.2 -3.6 -1.5
H 17.86700 17.39300 12.88900 0.5 -1.7 1.4
H 18.82400 16.13700 12.52000 1.1 -1.7 -0.7
H 17.06100 14.52700 13.48800 0.2 1.7 1.0
H 16.19400 16.11800 13.35000 1.4 -1.3 2.1
H 17.51200 14.73200 15.80800 0.2 -0.1 -0.1
H 16.02900 15.67800 15.75700 0.9 -0.1 -0.3
H 19.72400 16.15100 14.88500 3.5 -4.1 1.8
H 19.62400 17.71900 14.56000 3.8 7.1 -0.8
```
Positions in Å, forces in eV/Å.

Summary:
Charge: 0
Strongest force on any atom, Eh/bohr: 0.1991
Relative energy (zero: lowest compared OMol25 entry of this formula, charge and spin), kcal/mol: 0.0
HOMO, eV: -7.48
Kohn-Sham gap, eV: 7.33
E_LUMO, eV: -0.1

---

No. 2
DFT (wB97M-V/def2-TZVPD) results for a cluster of 3 separate species, C22H37B3N4O4 in total.

Structure (XYZ):
```
70
Properties=species:S:1:pos:R:3:forces:R:3
C -5.19912 1.73275 1.35276 -0.4 -0.5 -0.7
C -4.33453 1.22220 0.03130 0.8 -0.4 1.1
C -2.72073 1.46200 0.39106 -0.5 -0.3 -0.7
C -1.91235 1.95383 -0.97028 -0.9 0.8 1.0
N -1.33865 0.74767 -1.73498 2.7 1.1 1.0
B 0.03254 1.22683 -2.26846 -0.1 -0.6 -0.7
O 0.09026 2.20409 -3.41283 1.2 0.8 4.5
B 0.93387 3.32916 -2.87346 1.8 -2.2 -0.4
C 0.34953 4.85447 -2.68888 -0.9 -0.2 -1.8
O 1.21255 5.77100 -1.93157 -2.2 -0.5 3.1
C 0.79872 5.91478 -0.52947 0.1 0.3 4.4
C 1.97791 5.71870 0.64035 -2.9 0.9 1.7
C 1.66383 5.90362 2.27154 -3.2 0.8 -2.3
C 0.14142 6.30683 2.82592 1.2 -0.8 -5.2
C -1.01190 6.47057 1.63671 3.3 -0.8 -0.3
C -0.69494 6.29693 0.02598 2.5 -0.5 1.7
O 2.32649 2.91248 -2.47900 -4.7 -0.1 1.5
B 2.05380 1.98032 -1.32791 1.8 1.4 -0.2
N 2.53944 2.44565 0.03233 0.5 -6.2 -0.5
C 3.02193 1.40245 0.78807 -2.1 2.2 -1.0
C 4.45055 0.69447 0.39335 0.0 1.1 0.5
C 2.08639 0.97267 2.10212 1.8 0.8 -0.3
O 1.30462 0.74329 -1.62344 -1.7 3.6 -0.5
H -5.79699 2.68535 1.00429 1.1 -1.9 1.1
H -4.51953 1.96756 2.28629 -1.3 -0.4 -2.1
H -5.92849 0.86470 1.67264 1.2 2.0 -0.6
H -4.49772 0.05280 -0.14165 0.3 2.6 0.3
H -4.64707 1.76760 -0.95697 0.6 -0.9 2.0
H -2.59464 2.25133 1.26231 -0.3 -1.5 -2.0
H -2.34113 0.42129 0.80752 -0.5 2.5 -1.0
H -1.07291 2.73003 -0.66557 -1.5 -1.4 -0.4
H -2.70972 2.55669 -1.61519 1.9 -1.4 1.1
H -1.10024 0.03912 -0.98230 -0.4 1.1 -1.2
H 0.26431 5.31428 -3.78737 0.1 -0.9 2.3
H -0.74863 4.75957 -2.29699 2.0 0.4 -0.5
H 3.10453 5.47006 0.37538 -2.8 0.5 0.3
H 2.52258 5.78867 3.09245 -2.0 0.2 -2.3
H -0.08677 6.44121 3.98210 0.5 -0.3 -2.9
H -2.11066 6.72078 2.00738 2.6 -0.6 -1.2
H -1.55449 6.44422 -0.78583 2.0 -0.3 2.2
H 5.06900 1.48488 -0.24699 -1.6 -1.8 1.3
H 4.33039 -0.29703 -0.23082 0.1 1.9 1.5
H 5.04609 0.54993 1.40156 -1.2 -0.1 -2.1
H 0.98262 0.71958 1.79509 2.6 0.5 0.4
H 2.64075 0.11023 2.66768 -1.3 1.5 -0.9
H 2.04372 1.93366 2.78433 0.1 -1.9 -1.3
C 1.10052 -3.28480 0.28729 0.1 0.3 0.0
C -0.06598 -3.81103 1.11745 0.5 -0.1 0.0
C -1.28831 -2.89189 1.07586 0.4 0.8 0.5
C -0.92297 -1.52600 1.63386 1.8 7.5 3.1
N -0.61988 -0.39299 2.09690 -2.7 -9.3 -3.5
H 1.46481 -2.32431 0.66523 -0.1 0.0 0.1
H 1.93974 -3.98671 0.32340 -0.1 0.1 -0.1
H 0.80887 -3.15510 -0.76120 0.1 0.0 0.4
H 0.26686 -3.94060 2.15457 -0.2 0.0 -0.1
H -0.34965 -4.80122 0.74423 -0.1 0.2 0.1
H -2.10008 -3.31911 1.67383 0.1 0.3 0.0
H -1.64830 -2.77671 0.04765 0.1 0.2 0.1
C 0.08574 -8.67920 -0.11748 0.0 -0.1 0.1
C 0.41555 -8.78741 -1.60285 -0.3 -0.2 0.2
C 1.40787 -7.72132 -2.07124 -0.6 0.9 0.1
C 0.82084 -6.33785 -1.84341 -3.0 7.8 1.1
N 0.33375 -5.19021 -1.65453 3.7 -9.5 -1.8
H -0.39942 -7.72734 0.12059 0.1 -0.1 -0.1
H -0.60318 -9.47697 0.17789 0.1 0.1 0.0
H 0.99172 -8.76715 0.49299 -0.1 0.0 0.0
H -0.51441 -8.70881 -2.17922 0.2 0.0 0.0
H 0.83516 -9.77955 -1.80238 0.0 0.2 -0.1
H 1.62193 -7.84990 -3.13740 0.0 0.2 0.1
H 2.35216 -7.80705 -1.52256 -0.1 0.2 0.0
```
Positions in Å, forces in eV/Å.

Summary:
SMILES: CCCCNB1OB(COc2ccccc2)OB(N=C(C)C)O1.CCCC#N.CCCC#N
Charge: 0
Strongest force on any atom, Eh/bohr: 0.2019
Relative energy (zero: lowest compared OMol25 entry of this formula, charge and spin), kcal/mol: 301.8
HOMO, eV: -7.95
Kohn-Sham gap, eV: 8.32
E_LUMO, eV: 0.4

---

No. 3
DFT (wB97M-V/def2-TZVPD) results for a structure of composition C23H27B2F5N4O4Te2Ti.

Structure (XYZ):
```
68
Properties=species:S:1:pos:R:3:forces:R:3
Ti 1.27463 -0.97874 0.25190 0.1 0.2 -0.6
C 5.03072 -0.45442 -1.85615 0.0 -0.1 0.0
C 3.87004 -0.40191 -0.91298 0.2 0.1 0.2
N 2.97855 -1.38597 -0.78335 -0.5 0.0 0.1
O 3.13853 -2.45001 -1.64266 -0.1 0.1 -0.1
B 2.89471 -3.76254 -1.03594 -0.1 -0.2 0.2
F 2.93196 -4.70635 -2.05287 0.0 0.0 0.0
F 3.86356 -4.04415 -0.04350 0.0 0.0 0.0
O 1.52851 -3.90024 -0.39763 0.1 0.1 0.0
N 1.37473 -3.00525 0.63687 0.3 -0.3 -0.2
C 1.40201 -3.47563 1.83981 0.1 0.4 0.3
C 1.63375 -4.92070 2.12871 -0.1 0.0 -0.1
C 1.35741 -2.43629 2.86829 0.2 -0.3 -0.3
N 1.40767 -1.24025 2.36974 -0.2 0.3 0.3
O 1.37200 -0.21071 3.26108 0.1 0.0 0.0
B 2.40039 0.87139 3.00206 -0.1 -0.2 0.1
F 2.13526 1.86085 3.93877 0.0 0.0 0.0
F 3.67942 0.31514 3.18847 0.0 0.0 0.0
O 2.28052 1.47871 1.66632 -0.2 0.0 0.0
N 2.51591 0.53675 0.67635 0.1 -0.2 -0.1
C 3.63005 0.67195 -0.04209 0.1 -0.1 -0.2
C 4.55838 1.83410 0.10834 0.0 0.0 0.0
C 1.35974 -2.74527 4.32978 0.0 0.0 0.0
H 5.17102 -1.47565 -2.20186 0.0 0.0 0.0
H 5.94688 -0.11162 -1.36934 0.0 0.0 0.0
H 4.85701 0.17938 -2.73171 0.0 0.0 0.0
H 2.64048 -5.18210 1.79904 0.0 0.0 0.0
H 0.93813 -5.53104 1.55259 0.0 0.0 0.0
H 1.52101 -5.13336 3.18997 0.0 0.0 0.0
H 4.10224 2.58385 0.74958 0.0 0.0 0.0
H 4.78418 2.27655 -0.86484 0.0 0.0 0.0
H 5.50316 1.52392 0.56462 0.0 0.0 0.0
H 0.50784 -3.37817 4.58982 0.0 0.0 0.0
H 1.30392 -1.81729 4.89023 0.0 0.0 0.0
H 2.27469 -3.27563 4.60641 0.0 0.0 0.0
C -7.42461 2.98835 -0.99808 0.0 0.0 0.0
C -6.02947 2.71340 -0.49820 0.0 0.0 0.0
C -5.79961 2.31855 0.81113 0.0 0.0 0.0
C -4.51577 2.05263 1.28374 0.0 0.0 0.0
C -4.35345 1.59727 2.70950 0.0 0.0 0.0
C -3.42215 2.18648 0.41651 0.0 0.0 0.0
Te -1.44697 1.82041 1.15067 0.0 0.0 0.0
C -3.64020 2.55294 -0.91947 0.0 0.0 0.0
C -2.52496 2.64398 -1.92647 -0.1 0.0 0.0
C -4.93870 2.82199 -1.34765 0.0 -0.1 0.0
H -8.15690 2.87552 -0.19752 0.0 0.0 0.0
H -7.69591 2.29994 -1.80188 0.0 0.0 0.0
H -7.51060 4.00302 -1.39414 0.0 0.0 0.0
H -6.64202 2.20577 1.48788 0.0 0.0 0.0
H -5.32615 1.53326 3.20154 0.0 0.0 0.0
H -3.71280 2.27733 3.27187 0.0 0.0 0.0
H -3.87314 0.61696 2.74323 0.0 0.0 0.0
H -1.74438 1.91371 -1.72644 0.0 0.0 0.0
H -2.05951 3.63373 -1.90550 0.1 0.0 0.0
H -2.90780 2.47114 -2.93362 0.0 0.0 0.0
H -5.09928 3.09870 -2.38631 0.0 0.0 0.0
Te -1.61524 -0.86641 0.81074 0.0 -0.2 0.2
F -0.43288 0.90804 -5.58313 0.0 0.0 0.0
C -0.07999 0.51575 -4.31309 0.0 0.0 0.0
C 0.41536 1.45200 -3.43628 0.0 0.0 0.0
C 0.76685 1.03371 -2.15093 0.1 0.0 0.0
C 0.62314 -0.28907 -1.71045 0.1 0.2 0.0
C 0.12528 -1.18852 -2.66635 0.0 -0.1 0.0
C -0.22739 -0.80895 -3.95673 0.0 0.0 0.0
H 0.51950 2.48414 -3.75192 0.0 0.0 0.0
H 1.16242 1.78427 -1.47216 0.0 0.0 0.0
H 0.00741 -2.23778 -2.40585 0.0 0.0 0.0
H -0.60910 -1.52156 -4.67851 0.0 0.0 0.0
```
Positions in Å, forces in eV/Å.

Summary:
Charge: -2
Strongest force on any atom, Eh/bohr: 0.0121
Relative energy (zero: lowest compared OMol25 entry of this formula, charge and spin), kcal/mol: 3.7
HOMO (spin up / spin down), eV: -0.74 / -0.75
Kohn-Sham gap (spin up / spin down), eV: 4.81 / 4.81
E_LUMO (spin up / spin down), eV: 4.1 / 4.1

---

No. 4
DFT (wB97M-V/def2-TZVPD) results for a cluster of 2 separate species, C2H4N3O in total.

Structure (XYZ):
```
10
Properties=species:S:1:pos:R:3:forces:R:3
C -0.54197 -0.84479 1.35577 -0.2 0.4 -0.1
C -1.62355 0.31829 -0.59759 -0.1 1.8 -1.3
N 2.17059 -0.49303 0.20590 -2.3 -2.3 1.0
N 2.84446 0.23208 -0.26970 -0.4 -0.5 0.9
N -1.02966 -0.25066 0.49773 2.3 -1.8 3.5
O 3.57041 1.00833 -0.64980 2.7 2.9 -1.9
H -0.07430 -1.40339 2.24796 -0.9 1.1 -1.8
H -2.49238 0.87071 -0.34300 -1.1 0.0 0.5
H -1.05831 1.03003 -1.19222 1.0 0.1 0.6
H -1.76528 -0.46758 -1.25506 -1.0 -1.6 -1.4
```
Positions in Å, forces in eV/Å.

Summary:
Charge: +1
Strongest force on any atom, Eh/bohr: 0.0890
Relative energy (zero: lowest compared OMol25 entry of this formula, charge and spin), kcal/mol: 78.6
HOMO, eV: -15.58
Kohn-Sham gap, eV: 10.91
E_LUMO, eV: -4.7